Density functional theory data (the ωB97M-V functional and the def2-TZVPD basis) for one molecule with the formula C4H5NO.

Element x y z (Å)
C  0.465303  0.445571  1.705829
C  0.195552  0.268058  0.241863
N  0.781579  1.351901  -0.585169
O  0.622484  1.265195  -1.771233
C  -0.946692  -1.241726  -1.490284
C  -0.452373  -0.641981  -0.444109
H  0.888332  1.445627  1.846344
H  -0.442127  0.365295  2.310586
H  1.192206  -0.282077  2.081373
H  -1.936724  -0.991216  -1.862510
H  -0.367540  -1.984646  -2.032689

Atoms 1-2, force components in eV/Å:
0.00 -0.01 0.05
-0.11 -0.15 -0.02

- SMILES string = C=C=C(C)N=O



Density functional theory data (the ωB97M-V functional and the def2-TZVPD basis) for a 13-piece molecular cluster, C26H78O18 overall.

Element x y z (Å)
C  -2.882234  3.982816  2.094678
C  -3.566945  2.915593  1.296538
O  -2.964539  2.921760  0.019345
H  -1.849738  3.993894  1.887608
H  -2.901461  4.010742  3.218534
H  -3.196277  4.984939  1.829254
H  -4.664303  3.058192  1.255117
H  -3.462807  1.981918  1.883710
H  -3.583620  2.506833  -0.625744
C  1.044037  5.151445  -1.889628
C  0.923821  4.074062  -0.816031
O  -0.036449  3.057124  -1.105524
H  1.659470  5.983280  -1.539451
H  0.081548  5.503150  -2.176897
H  1.516186  4.876679  -2.811693
H  0.644231  4.476256  0.180263
H  1.865830  3.509223  -0.676346
H  -0.888727  3.195965  -0.665616
C  5.445549  2.982665  0.488239
C  5.063046  1.767875  -0.390203
O  5.586453  2.102590  -1.672690
H  5.093006  3.976679  0.061013
H  6.550663  2.968924  0.650364
H  4.995756  2.897575  1.520144
H  3.955871  1.648927  -0.513571
H  5.377596  0.748575  0.028737
H  5.841017  1.271299  -2.093891
C  1.192411  -3.718978  4.455850
C  1.630554  -2.580281  5.407686
O  2.381903  -3.096111  6.486539
H  0.627520  -4.504942  5.021413
H  2.123976  -4.188842  4.132294
H  0.555538  -3.317559  3.645201
H  0.782088  -2.004624  5.778293
H  2.282421  -1.896328  4.899522
H  2.226640  -2.688149  7.350019
C  2.026048  1.926702  2.569554
C  0.825046  1.204186  3.109383
O  0.912100  -0.183173  3.074306
H  1.986424  1.790058  1.498897
H  2.978492  1.564688  2.993910
H  1.790434  2.999147  2.797697
H  -0.023100  1.608192  2.559939
H  0.617001  1.497084  4.161330
H  0.511880  -0.393083  2.236086
C  -1.919302  -3.467926  -3.870694
C  -2.165241  -1.990325  -3.476625
O  -0.928517  -1.221718  -3.492498
H  -2.796478  -4.140682  -3.819536
H  -1.169353  -3.830606  -3.172561
H  -1.462534  -3.507883  -4.858488
H  -2.662616  -1.859237  -2.518024
H  -2.782454  -1.515445  -4.208693
H  -0.308036  -1.717596  -2.954015
C  3.786879  -2.228259  -3.119660
C  4.333206  -0.863542  -2.960253
O  5.647990  -0.773710  -2.381735
H  3.738921  -2.720577  -2.131131
H  4.477456  -2.816236  -3.804159
H  2.798716  -2.171211  -3.579338
H  3.619865  -0.240599  -2.393068
H  4.303823  -0.440280  -3.945652
H  5.653543  -1.290260  -1.555650
C  0.889186  -0.617456  -0.892193
C  -0.371451  -0.078951  -0.281868
O  -0.556889  -0.870900  0.907225
H  1.184440  0.067320  -1.667935
H  0.688970  -1.628240  -1.243230
H  1.675495  -0.668675  -0.183804
H  -1.236341  -0.152178  -0.923155
H  -0.267530  0.986298  0.020010
H  -1.484496  -0.804958  1.284750
C  -1.457225  2.132392  -5.020919
C  -1.945667  3.496542  -4.695834
O  -1.271029  4.222836  -3.699181
O  -2.040871  1.200481  -4.078913
H  -0.361379  2.127554  -5.103983
H  -1.843140  1.818841  -6.013458
H  -3.019324  3.419164  -4.420006
H  -1.982556  4.183313  -5.544591
H  -0.948010  3.611609  -2.998933
H  -1.459933  0.412736  -3.846678
C  -6.010032  0.181062  -1.966146
C  -4.846060  0.739048  -2.744911
O  -3.690583  0.790328  -1.939315
O  -5.744418  -1.232512  -1.693620
H  -6.989761  0.331601  -2.532506
H  -6.066584  0.823499  -1.019142
H  -5.280106  1.766541  -2.985841
H  -4.625900  0.119588  -3.588960
H  -2.997612  1.195769  -2.511879
H  -5.340737  -1.306138  -0.835723
C  -2.209198  -3.654963  -0.277892
C  -2.737954  -3.903159  1.094236
O  -4.130171  -3.520887  1.153992
O  -0.785079  -3.610966  -0.298559
H  -2.700932  -2.728709  -0.595216
H  -2.429163  -4.493390  -0.881380
H  -2.297216  -3.347175  1.921411
H  -2.611062  -4.990406  1.308031
H  -4.692172  -4.273653  1.291519
H  -0.374894  -2.836595  0.094854
C  3.905314  -1.784242  1.766034
C  5.455285  -1.763203  1.657271
O  5.902586  -2.449854  0.481682
O  3.537016  -0.949060  2.792716
H  3.632702  -2.854706  2.024972
H  3.478610  -1.584166  0.804565
H  5.920121  -2.146781  2.569557
H  5.845530  -0.708259  1.588340
H  6.764591  -2.891783  0.450889
H  2.578747  -0.815697  2.731683
C  -3.589740  -0.935954  3.406366
C  -2.350932  -0.513373  4.157542
O  -1.340925  -1.461686  3.923760
O  -3.397499  -0.908467  1.963413
H  -4.425715  -0.274320  3.594934
H  -3.974714  -1.969242  3.631117
H  -2.586461  -0.360848  5.183436
H  -1.973978  0.436749  3.710020
H  -0.491295  -1.011687  4.013983
H  -3.762097  -1.730960  1.585090

Atoms 1-2, force components in eV/Å:
-0.45 1.53 1.55
-0.63 -0.40 1.36



Density functional theory data (the ωB97M-V functional and the def2-TZVPD basis) for a 2-piece molecular cluster, CH4O2S overall.

Element x y z (Å)
S  0.298218  1.094545  3.139511
H  -0.506309  0.845247  2.103148
H  1.323945  0.421518  2.618976
O  -0.718043  -1.481719  -2.366593
C  -0.460194  -0.404733  -1.920401
O  0.003457  -0.162751  -0.672551
H  -0.598109  0.509856  -2.501243
H  0.657035  -0.821964  -0.400848

Atoms 1-2, force components in eV/Å:
-0.09 0.14 0.23
0.02 -0.06 -0.13

- SMILES string = O=CO.S



Computed HOMO, in the same sequence as the records: -9.1 -9.6 -9.8 eV.
Computed electronic energy, in the same sequence as the records: -7762.3473 -65077.3799 -16031.7488 eV.